Entry 1:
79
Properties=species:S:1:pos:R:3:forces:R:3 method="wB97M-V/def2-TZVPD" total_energy_ev=-54439.357 homo_lumo_gap_ev=7.549 de_lowest_kcal_mol=0.0 e_homo_ev=-7.3 e_lumo_ev=0.28
Sr -0.6637 -0.1670 -0.1364 0.15 0.98 -0.59
C 0.7403 -2.6299 1.9187 -0.01 0.06 0.13
C 1.6439 -1.4018 2.0547 -0.09 -0.17 -0.12
N 1.8296 -0.6766 0.7902 0.01 -0.04 0.12
C 2.7058 -1.3211 -0.1829 -0.10 -0.01 -0.01
C 2.0108 -2.4041 -0.9852 -0.03 0.26 0.06
C 2.7098 -3.5283 -1.3942 0.02 -0.08 -0.04
C 2.0406 -4.5037 -2.1154 0.00 0.03 0.02
C 0.6968 -4.3228 -2.3858 0.06 0.03 -0.09
C 0.0781 -3.1552 -1.9583 -0.25 0.06 0.09
C -1.3971 -2.9436 -2.2471 0.22 0.02 0.01
N -2.0829 -2.1739 -1.2178 0.04 -0.03 0.27
C -2.4974 -2.9154 -0.0166 -0.27 -0.24 -0.17
C -1.3589 -3.3979 0.8717 -0.04 -0.09 0.07
N -0.5892 -2.2875 1.4255 -0.03 0.00 -0.01
N 0.7210 -2.2080 -1.2740 0.17 -0.34 -0.08
H 1.1858 -3.3465 1.2261 -0.01 0.04 -0.07
H 0.7168 -3.1391 2.8916 -0.05 0.04 0.02
H 1.1996 -0.6974 2.7610 -0.01 -0.03 0.03
H 2.5937 -1.7617 2.4746 0.07 0.15 -0.02
H 2.1798 0.2558 0.9827 -0.01 0.00 0.04
H 3.0451 -0.5508 -0.8801 -0.02 0.00 -0.03
H 3.5976 -1.7519 0.2907 0.02 0.01 0.00
H 3.7536 -3.6422 -1.1323 0.00 0.00 0.00
H 2.5533 -5.3997 -2.4407 0.00 0.00 0.01
H 0.1249 -5.0709 -2.9187 0.01 0.00 0.00
H -1.4801 -2.3847 -3.1827 0.05 0.02 0.00
H -1.8468 -3.9325 -2.4070 -0.11 0.03 0.02
H -2.8986 -1.7384 -1.6304 0.00 0.04 0.03
H -3.1434 -2.2554 0.5644 0.05 0.05 0.04
H -3.1054 -3.7956 -0.2756 0.04 0.00 -0.07
H -1.7991 -4.0461 1.6396 -0.01 0.12 0.10
H -0.6801 -4.0424 0.3090 0.05 0.10 -0.07
H -1.1290 -1.8034 2.1403 -0.03 -0.24 0.15
C -1.2165 3.9031 -1.4031 0.03 0.00 0.01
C -0.0396 3.5509 -0.5360 -0.04 0.01 0.00
C -0.1464 3.5073 0.8485 0.11 -0.08 0.03
C 0.9491 3.1776 1.6415 0.02 0.01 0.03
C 2.1733 2.8966 1.0561 -0.02 0.01 0.00
C 2.2905 2.9283 -0.3324 -0.01 0.00 0.00
C 1.1941 3.2449 -1.1159 0.05 0.00 -0.01
H -1.1192 4.9206 -1.7884 0.00 0.00 0.00
H -2.1498 3.8416 -0.8425 0.00 0.01 0.00
H -1.2715 3.2189 -2.2510 0.00 0.01 0.01
H -1.1015 3.7080 1.3196 0.00 0.01 -0.02
H 0.8370 3.1276 2.7168 -0.02 0.00 -0.01
H 3.0330 2.6635 1.6743 0.00 0.00 0.00
H 3.2405 2.7047 -0.8036 0.00 0.00 0.00
H 1.2779 3.2284 -2.1948 -0.01 0.00 0.01
F -7.7274 1.1889 2.1574 -0.02 0.02 0.01
C -6.6819 0.4030 2.4261 -0.03 -0.06 0.03
C -5.5246 0.9097 2.8543 0.03 0.08 0.04
N -4.4405 0.1191 3.1623 0.01 -0.18 -0.13
C -3.1245 0.6915 3.3917 -0.09 0.04 0.09
C -2.2812 0.7515 2.1146 0.01 -0.16 0.06
O -1.0482 0.8835 2.2934 -0.02 -0.23 -0.21
O -2.8663 0.6084 1.0114 0.17 -0.11 0.07
C -4.4566 -1.2328 2.8966 0.05 0.11 -0.05
O -3.4677 -1.9412 2.9961 -0.05 0.01 0.04
N -5.6772 -1.7305 2.5027 -0.08 0.00 0.03
C -6.8539 -1.0279 2.2230 0.11 -0.03 -0.12
O -7.8471 -1.5931 1.8353 -0.04 0.02 0.05
H -5.4023 1.9756 2.9861 0.04 -0.01 0.01
H -2.6012 0.0606 4.1041 0.04 0.09 0.06
H -3.2307 1.6878 3.8190 -0.04 0.00 -0.02
H -5.7153 -2.7254 2.3362 0.03 -0.03 0.01
C -0.2877 0.8277 -2.5986 -0.15 -0.38 0.08
C -0.4262 0.8248 -3.8192 0.06 0.01 0.02
C -0.5851 0.8274 -5.2464 -0.13 0.02 0.03
C 0.5173 0.8534 -6.1044 0.05 -0.01 -0.04
C 0.3472 0.8465 -7.4810 0.02 0.00 0.02
C -0.9253 0.8139 -8.0323 -0.06 0.00 0.02
C -2.0323 0.7906 -7.1915 0.05 0.01 -0.07
C -1.8652 0.7983 -5.8176 0.05 0.00 0.06
H 1.5107 0.8801 -5.6753 0.00 0.00 0.00
H 1.2142 0.8686 -8.1299 0.01 0.00 0.02
H -1.0552 0.8100 -9.1070 0.00 0.00 0.00
H -3.0295 0.7706 -7.6138 0.00 0.00 0.02
H -2.7226 0.7893 -5.1567 -0.02 0.00 -0.02


Entry 2:
11
Properties=species:S:1:pos:R:3:forces:R:3 method="wB97M-V/def2-TZVPD" total_energy_ev=-7762.642 homo_lumo_gap_ev=10.691 de_lowest_kcal_mol=89.6 e_homo_ev=-9.9 e_lumo_ev=0.75
N 2.7164 -0.8397 -0.0340 -1.05 0.60 0.10
C 1.7507 -0.2155 0.0965 1.11 -0.50 0.04
C 0.5281 0.6029 0.2498 0.82 0.59 -0.03
C -0.5267 0.2175 -0.7755 0.73 -0.41 0.39
C -1.0814 -0.5776 0.6995 1.60 0.62 -3.58
O -0.1934 0.2607 1.4256 -0.29 0.07 -0.22
H 0.8070 1.6521 0.2854 0.23 0.16 -0.05
H -1.1183 1.0929 -1.1522 0.18 -0.94 0.76
H -0.2535 -0.4104 -1.6250 0.24 0.09 0.31
H -1.8969 -0.1532 0.1794 -2.85 -0.32 2.03
H -0.7276 -1.6052 0.6170 -0.71 0.03 0.26


Entry 3:
81
Properties=species:S:1:pos:R:3:forces:R:3 method="wB97M-V/def2-TZVPD" total_energy_ev=-62595.445 homo_lumo_gap_ev="6.926 / 7.251" s_squared=6.0462 de_lowest_kcal_mol=7.9 spin_multiplicity=5 total_charge=+2 e_homo_ev="-12.0 / -14.8" e_lumo_ev="-5.11 / -7.58"
Rh 1.0248 0.1480 -0.8460 0.60 -0.65 -0.91
P 1.6763 2.2970 -0.4488 0.75 2.18 0.28
C 2.8038 2.7234 -1.7960 -1.14 -0.69 -0.84
C 3.2892 1.6054 -2.5184 1.60 -1.04 -0.31
N 2.9097 0.3324 -2.1325 -0.04 -0.06 -0.82
C 3.3662 -0.7566 -2.7731 0.35 0.29 0.24
C 4.5011 -0.6865 -3.5919 0.15 0.07 -0.15
C 4.9583 0.5818 -4.0017 0.02 -0.61 0.28
C 4.2946 1.7106 -3.5387 -0.66 0.32 -0.04
C 2.6494 -2.0756 -2.5371 -0.10 0.01 0.49
P 0.8446 -1.7766 -2.2077 0.54 -0.95 -1.71
H 4.4767 2.6932 -3.9761 0.25 -0.23 0.31
H 5.0012 -1.6315 -3.8713 -0.37 0.77 -0.12
H 5.8357 0.6432 -4.6651 -0.66 0.15 0.30
H 2.7580 -2.7776 -3.3841 0.16 0.36 0.42
H 3.0369 -2.5436 -1.6160 0.04 -0.03 -0.35
H -0.0949 3.7868 -4.0680 -0.15 0.97 -0.85
H 2.7657 3.6623 -2.3322 0.39 0.32 0.34
H -2.2201 1.1080 -3.8194 0.09 0.29 -0.43
O -0.2855 4.3748 -4.8420 -0.23 -2.12 0.35
H -0.6511 3.7091 -5.4797 0.40 1.13 0.49
H -0.9564 -0.4898 -0.0942 -0.48 0.08 -1.78
O -2.7868 0.5307 -3.3113 0.52 -0.11 1.71
H -2.4876 0.6978 -2.3804 -0.57 -0.20 -1.21
C 0.2221 -1.5270 -3.9107 -0.12 0.11 -0.01
H 0.6299 -2.2843 -4.5946 -0.14 0.12 0.23
H -0.8716 -1.5747 -3.9179 0.12 0.00 -0.02
H 0.5115 -0.5362 -4.2719 0.02 -0.10 0.04
C 0.2098 -3.4434 -1.8160 0.00 -0.16 0.14
H -0.8621 -3.3971 -1.6027 0.20 0.01 -0.09
H 0.3579 -4.1392 -2.6531 0.06 0.28 0.13
H 0.7156 -3.8505 -0.9368 -0.03 0.01 -0.10
C 2.8890 2.3301 0.9492 -0.10 0.28 -0.08
H 3.4569 3.2700 0.8497 -0.10 -0.41 0.29
H 2.4408 2.2489 1.9510 0.12 0.12 -0.45
H 3.5605 1.4699 0.7968 -0.13 0.36 0.04
C 0.4192 3.6329 -0.2417 0.48 0.28 -0.09
H -0.1266 3.4966 0.7109 0.37 0.08 -0.60
H 0.9078 4.6252 -0.2484 -0.32 -0.39 0.05
H -0.2957 3.5707 -1.0860 0.36 0.05 0.48
C 1.4741 -0.7756 2.2439 0.26 -0.25 -0.06
C 0.1095 -1.4145 2.5466 -0.47 0.28 0.45
C 0.0985 -2.8364 1.9710 0.20 -0.11 0.07
C -0.1868 -1.4308 4.0392 0.62 -0.63 0.50
P -1.1775 -0.3802 1.7994 -1.18 0.46 -0.86
N -0.3627 0.1168 0.4578 -2.87 -1.07 0.56
C -2.7978 -1.3540 1.3408 0.02 -0.13 0.17
C -3.2664 -2.0832 2.6160 -0.24 -0.22 0.25
C -3.9560 -0.4472 0.8607 -0.09 0.29 -0.06
C -2.5918 -2.4012 0.2221 0.18 -0.18 0.07
C -1.6360 1.2311 2.5305 -0.27 -0.29 0.93
C -0.3121 1.8646 2.9723 0.08 0.45 0.14
C -2.3362 2.1837 1.5311 -0.08 -0.01 -0.14
C -2.5382 1.0043 3.7505 -0.07 0.54 0.48
H 2.2313 -1.4971 2.5491 0.14 0.17 0.34
H 1.6089 0.1824 2.7503 0.17 -0.31 -0.04
H 1.6458 -0.6208 1.1587 -0.06 -0.20 0.74
H 0.9852 -3.3220 2.3967 -0.19 -0.09 -0.09
H -0.7809 -3.4190 2.2691 0.32 0.17 -0.10
H 0.2059 -2.8601 0.8763 -0.07 0.12 0.37
H -0.0648 -0.4406 4.4938 -0.05 -0.44 -0.01
H -1.1863 -1.8325 4.2596 0.40 0.15 0.02
H 0.5618 -2.1076 4.4606 -0.18 0.09 0.45
H -3.4260 -1.4036 3.4629 0.07 -0.23 -0.26
H -4.2380 -2.5662 2.4192 0.32 0.18 -0.05
H -2.5813 -2.8789 2.9307 -0.18 0.21 -0.08
H -3.6845 0.1814 0.0010 -0.01 -0.12 0.22
H -4.7984 -1.0796 0.5230 0.51 0.10 0.21
H -4.3629 0.1933 1.6517 0.20 -0.16 -0.22
H -2.2095 -1.9632 -0.7144 -0.14 -0.05 0.21
H -1.9408 -3.2256 0.5296 -0.10 0.27 -0.16
H -3.5681 -2.8595 -0.0163 0.34 0.33 0.11
H 0.3949 1.9437 2.1344 -0.22 -0.11 0.36
H -0.5292 2.8863 3.3101 0.09 -0.18 0.01
H 0.1476 1.3328 3.8148 -0.05 0.25 -0.31
H -3.4180 2.0180 1.4587 0.44 -0.04 0.02
H -2.2113 3.2087 1.9120 0.02 -0.28 -0.08
H -1.8970 2.1404 0.5247 -0.16 0.00 0.31
H -3.5555 0.6839 3.4878 0.41 0.12 0.07
H -2.1016 0.2954 4.4673 -0.24 0.26 -0.18
H -2.6230 1.9739 4.2606 -0.12 -0.24 0.03


Entry 4:
60
Properties=species:S:1:pos:R:3:forces:R:3 method="wB97M-V/def2-TZVPD" total_energy_ev=-140583.763 homo_lumo_gap_ev="6.964 / 8.246" s_squared=3.8305 de_lowest_kcal_mol=33.0 spin_multiplicity=4 e_homo_ev="-8.0 / -8.3" e_lumo_ev="-1.05 / -0.06"
Cr 0.5563 -2.2586 -0.1965 0.06 -0.88 -0.62
C -1.8657 2.0236 3.5275 -0.64 -0.58 0.45
C -1.9858 0.7386 4.4358 1.29 1.26 -1.05
C -2.9928 -0.3154 3.9840 0.14 -1.79 -0.27
C -0.5505 0.2688 4.7228 0.72 -0.77 0.90
N -0.0558 -0.7007 3.7589 -0.22 -0.86 -0.87
C 0.1658 -0.5285 2.4455 0.41 0.14 1.21
N 0.4127 -1.7135 1.9504 -0.56 -0.71 -1.25
N 0.2391 -2.6379 2.9170 0.17 0.85 1.00
N -0.0327 -2.0578 4.0369 0.13 1.14 -1.26
H -2.8776 2.2948 3.1968 0.31 0.27 0.13
H -1.2554 1.9267 2.6037 -0.27 -0.21 0.70
H -1.4383 2.8018 4.1852 -0.21 -0.06 -0.65
H -2.1906 1.1049 5.4339 -0.97 0.16 0.16
H -2.9883 -0.6649 2.9074 0.47 0.88 0.91
H -4.0261 -0.0143 4.1676 0.18 0.19 0.11
H -2.8316 -1.2823 4.5397 -0.19 0.93 -0.23
H -0.5557 -0.3436 5.6591 0.22 0.81 -0.50
H 0.2005 1.1328 4.7881 -1.19 -1.24 0.03
H 0.2117 0.4253 1.9085 -0.02 -0.69 0.20
C 0.8349 -0.1756 -3.6673 1.84 0.92 -1.44
Si 2.5726 -0.9855 -3.2935 -1.45 0.66 1.04
C 3.3588 -1.6022 -4.8531 0.81 1.01 -0.67
C 3.8908 0.0975 -2.4035 -0.98 -2.39 0.34
Se 2.0710 -2.9284 -2.0339 -0.10 0.86 0.23
H 1.0587 0.8310 -4.2240 -0.49 -1.92 0.48
H 0.2361 0.1270 -2.8202 -0.03 -0.46 0.07
H 0.3537 -0.9429 -4.3211 0.02 0.90 0.36
H 3.9939 -0.7815 -5.2918 -0.46 -0.65 0.46
H 2.7002 -1.9080 -5.6665 -0.11 -0.26 0.29
H 4.0338 -2.4018 -4.5542 0.06 -0.21 -0.27
H 4.0751 1.0121 -2.8286 0.08 2.41 -1.47
H 4.8243 -0.4319 -2.5235 0.40 -0.42 0.29
H 3.6924 0.2967 -1.3636 -0.16 -0.29 0.47
C -1.5312 2.9740 -0.3855 -1.88 0.71 0.75
Si 0.2113 2.6910 -0.5509 1.88 0.07 -1.21
C 0.8609 3.1020 -2.2598 1.62 1.00 0.60
C 1.1346 3.4616 0.8533 1.75 -1.43 -0.28
C 0.5217 0.9153 -0.5000 -0.19 0.45 0.70
C 0.6010 -0.2895 -0.5218 0.06 -1.31 0.19
H -1.8900 3.9606 -0.7031 0.05 -0.30 -0.23
H -1.8529 2.8801 0.6480 0.13 0.11 0.39
H -2.0605 2.1657 -0.8465 -0.52 -0.25 -0.81
H 1.0887 4.1917 -2.2514 -0.51 -0.41 -0.49
H 0.2032 2.7999 -3.0629 -0.16 0.15 -0.18
H 1.8761 2.6527 -2.4277 -0.95 0.04 0.21
H 1.2790 4.5027 0.9840 -0.74 1.14 0.29
H 2.1891 3.1349 0.7930 -0.18 -0.19 -0.31
H 0.8141 2.9068 1.7257 -0.41 0.43 0.66
O -1.3394 -2.6607 -0.5506 -0.28 0.50 -0.18
N -1.6971 -2.7427 -1.8319 1.59 -0.17 -0.15
C -2.7513 -2.1508 -2.2364 -0.91 0.09 1.07
C -3.7104 -1.4665 -1.3740 -0.47 0.82 0.23
N -4.5212 -0.8512 -0.8205 0.92 -0.76 -0.37
C -3.1233 -2.1795 -3.6210 -1.61 0.62 -3.43
N -3.5876 -2.0288 -4.6972 1.64 -0.66 3.31
N 0.8237 -4.3350 0.5399 0.76 0.01 -0.37
H -0.0525 -4.8354 0.5659 -0.32 0.04 0.22
H 1.2362 -4.3177 1.4748 -0.29 -0.18 -0.20
H 1.4420 -4.8876 -0.0709 -0.24 0.48 0.29